Here is C2H4N4 in the gas phase from OMol25. Energies are from ωB97M-V with the def2-TZVPD basis set.

Bonds (Å) are listed after each position.
Positions of all 10 atoms, in Å:
1 N 0.4922 -1.0233 -0.1069  N2 1.346, C5 1.355, H9 1.004
2 N 1.8072 -0.7753 0.0416  N1 1.346, N4 1.270
3 N -1.6670 -0.0609 0.0773  C5 1.399, H7 1.015, H8 1.009
4 N 1.9056 0.4478 0.3710  N2 1.270, C6 1.376
5 C -0.2752 0.0785 0.0726  N1 1.355, N3 1.399, C6 1.401
6 C 0.6764 1.0664 0.3601  N4 1.376, C5 1.401, H10 1.078
7 H -2.0621 -0.4956 -0.7499  N3 1.015
8 H -2.1672 0.7827 0.3146  N3 1.009
9 H 0.2293 -1.9784 -0.2720  N1 1.004
10 H 1.0611 1.9580 -0.1085  C6 1.078

F_max (eV/A): 2.68
HOMO energy (eV): -8.83
Energy above the lowest of the compared OMol25 structures with the same formula, charge and spin (kJ/mol): 216.2
DFT total energy (Eh): -297.56195

***

Here is C3H3FN2OS in the gas phase from OMol25. Energies are from ωB97M-V with the def2-TZVPD basis set.

Bonds (Å) are listed after each position.
Positions of all 11 atoms, in Å:
1 S -1.4321 1.8869 0.8188  C8 1.656
2 F 2.3206 -1.6595 0.7688  C7 1.334
3 O 0.5814 -1.1281 -0.5586  N5 1.375, C7 1.361
4 N -1.2335 -0.2409 -1.5230  N5 1.413, H9 0.991, H11 1.021
5 N -0.2198 -0.0110 -0.5666  O3 1.375, N4 1.413, C8 1.343
6 C 0.8803 0.2416 1.2121  C7 1.322, C8 1.427, H10 1.115
7 C 1.3091 -0.8178 0.5486  F2 1.334, O3 1.361, C6 1.322
8 C -0.2191 0.8068 0.4985  S1 1.656, N5 1.343, C6 1.427
9 H -1.1604 0.3992 -2.2756  N4 0.991
10 H 1.2922 0.7891 2.0923  C6 1.115
11 H -2.1187 -0.2661 -1.0152  N4 1.021

F_max (eV/A): 5.70
HOMO energy (eV): -8.73
Energy above the lowest of the compared OMol25 structures with the same formula, charge and spin (kJ/mol): 291.6
DFT total energy (Eh): -798.80947

***

Here is C21H25N3O5 in the gas phase from OMol25. Energies are from ωB97M-V with the def2-TZVPD basis set.

Bonds (Å) are listed after each position.
Positions of all 54 atoms, in Å:
1 O -3.4206 3.3208 0.3611  C17 1.221
2 O -4.6890 0.4228 -2.2252  C15 1.337, C16 1.397
3 O 1.2948 2.2883 0.4640  C27 1.222
4 O -4.1695 -1.2876 -3.5468  C16 1.199
5 O -2.7235 -3.5717 -0.9478  C9 1.414, H51 0.961
6 N -0.8356 2.3987 1.2458  C23 1.445, C27 1.348, H38 1.008
7 N -1.2142 -0.1912 0.6417  C14 1.331, C24 1.330
8 N -1.6332 3.8817 -0.9471  C17 1.370, C19 1.461, C22 1.468
9 C -1.6498 -3.0804 -1.7264  O5 1.414, C25 1.503, H37 1.097, H47 1.098
10 C -2.4806 0.3362 -3.1661  C16 1.448, C28 1.344, H50 1.080
11 C -3.1123 2.0764 -1.6186  C15 1.346, C17 1.495, C28 1.435
12 C -1.3564 6.7321 -1.1053  C20 1.526, C21 1.532, H41 1.093, H44 1.097
13 C -0.7174 6.8258 1.3211  C21 1.524, H45 1.094, H48 1.091, H54 1.090
14 C -1.6402 -1.3143 0.0692  N7 1.331, C25 1.389, H32 1.082
15 C -4.3315 1.5128 -1.5392  O2 1.337, C11 1.346, H36 1.081
16 C -3.7895 -0.2694 -3.0404  O2 1.397, O4 1.199, C10 1.448
17 C -2.7743 3.1772 -0.6650  O1 1.221, N8 1.370, C11 1.495
18 C 0.7490 -1.7953 -2.8249  C29 1.501, H30 1.088, H43 1.093, H49 1.092
19 C -1.4574 4.4964 -2.2604  N8 1.461, C20 1.527, H31 1.089, H52 1.095
20 C -1.9943 5.9257 -2.2329  C12 1.526, C19 1.527, H35 1.095, H46 1.092
21 C -1.4670 6.0362 0.2547  C12 1.532, C13 1.524, C22 1.530, H34 1.096
22 C -0.9290 4.6105 0.1147  N8 1.468, C21 1.530, C23 1.540, H40 1.097
23 C -0.8790 3.8297 1.4406  N6 1.445, C22 1.540, H33 1.087, H53 1.090
24 C -0.1425 0.4015 0.1231  N7 1.330, C26 1.387, C27 1.511
25 C -1.0526 -1.8737 -1.0589  C9 1.503, C14 1.389, C29 1.396
26 C 0.5153 -0.0817 -0.9984  C24 1.387, C29 1.386, H39 1.083
27 C 0.1893 1.7913 0.6157  O3 1.222, N6 1.348, C24 1.511
28 C -2.1528 1.4425 -2.4774  C10 1.344, C11 1.435, H42 1.082
29 C 0.0714 -1.2481 -1.6020  C18 1.501, C25 1.396, C26 1.386
30 H 1.5517 -1.1379 -3.1538  C18 1.088
31 H -1.9816 3.9132 -3.0157  C19 1.089
32 H -2.5087 -1.7853 0.5092  C14 1.082
33 H -1.7536 4.0517 2.0469  C23 1.087
34 H -2.5240 5.9579 0.5335  C21 1.096
35 H -3.0789 5.8849 -2.0909  C20 1.095
36 H -5.1174 1.8860 -0.8980  C15 1.081
37 H -0.8788 -3.8497 -1.8603  C9 1.097
38 H -1.6928 1.8727 1.3211  N6 1.008
39 H 1.3692 0.4647 -1.3790  C26 1.083
40 H 0.1033 4.6760 -0.2513  C22 1.097
41 H -1.8090 7.7248 -1.0496  C12 1.093
42 H -1.1492 1.8436 -2.5367  C28 1.082
43 H 0.0438 -1.9200 -3.6505  C18 1.093
44 H -0.2930 6.8846 -1.3278  C12 1.097
45 H 0.3565 6.8295 1.1146  C13 1.094
46 H -1.8123 6.4037 -3.1981  C20 1.092
47 H -2.0008 -2.7893 -2.7251  C9 1.098
48 H -1.0564 7.8629 1.3360  C13 1.091
49 H 1.1777 -2.7796 -2.6246  C18 1.092
50 H -1.7798 -0.1786 -3.8069  C10 1.080
51 H -3.2394 -4.1788 -1.4847  O5 0.961
52 H -0.3904 4.4903 -2.5053  C19 1.095
53 H 0.0130 4.1475 1.9803  C23 1.090
54 H -0.8668 6.4146 2.3194  C13 1.090

F_max (eV/A): 0.86
HOMO energy (eV): -9.19
Energy above the lowest of the compared OMol25 structures with the same formula, charge and spin (kJ/mol): 140.0
DFT total energy (Eh): -1355.74679

***

Here is 2 unconnected molecules or ions with the total composition CH6NO3P2 from OMol25. Energies are from ωB97M-V with the def2-TZVPD basis set.

Bonds (Å) are listed after each position.
Positions of all 13 atoms, in Å:
1 P 0.4652 1.2438 0.3776  O3 1.487, O5 1.641, N6 1.644, C7 1.799
2 P -0.2127 -2.8396 -1.3618  O4 1.460, H8 1.412
3 O 0.6280 2.7219 0.3750  P1 1.487
4 O 1.0382 -3.5028 -1.0042  P2 1.460
5 O 1.5164 0.5150 1.4054  P1 1.641, H13 0.934
6 N 0.7753 0.4097 -1.0048  P1 1.644, H9 1.022
7 C -1.1871 0.8664 0.9800  P1 1.799, H10 1.065, H11 1.062, H12 1.090
8 H -0.0964 -1.9638 -2.4635  P2 1.412
9 H 0.0569 0.5589 -1.7161  N6 1.022
10 H -1.8953 1.6295 0.7565  C7 1.065
11 H -1.2248 0.7711 2.0374  C7 1.062
12 H -1.5257 -0.0446 0.4874  C7 1.090
13 H 1.6620 -0.3657 1.1313  O5 0.934

F_max (eV/A): 2.78
HOMO energy (eV): -3.87
Energy above the lowest of the compared OMol25 structures with the same formula, charge and spin (kJ/mol): 227.2
Total charge: -1
DFT total energy (Eh): -1004.97443